The following is a quantum chemistry calculation of a molecular structure, C15H31F5OP2TeZn in a non-equilibrium geometry, from the OMol25 dataset.

Cartesian coordinates (Å):
P 0.758 -2.141 1.037
P -0.005 1.864 1.682
C 0.394 -0.574 0.116
C 0.978 0.780 0.509
H -0.745 -0.637 -0.096
H 0.713 -0.781 -0.914
H 1.950 0.691 1.011
H 1.150 1.394 -0.380
C -1.113 2.960 0.680
H -1.429 3.786 1.320
H -2.039 2.470 0.352
H -0.558 3.328 -0.184
C 1.268 3.124 2.055
H 1.482 3.748 1.177
H 2.182 2.625 2.390
H 0.895 3.750 2.872
C -0.369 -3.389 0.355
H -0.395 -4.264 1.031
H -0.035 -3.708 -0.643
H -1.384 -2.964 0.285
C 2.445 -2.674 0.711
H 3.133 -1.820 0.732
H 2.505 -3.136 -0.289
H 2.791 -3.414 1.447
Zn -1.925 0.278 0.614
C 0.347 1.247 -2.581
C -0.953 1.202 -2.303
C -1.951 0.563 -3.197
C -1.618 -0.897 -3.603
C -0.779 -1.599 -2.594
C 0.545 -1.658 -2.637
C 1.419 -0.875 -3.562
C 1.034 0.607 -3.754
C 0.368 -1.986 2.780
H 0.942 2.010 -2.060
H -1.378 1.861 -1.540
H -2.068 1.156 -4.117
H -2.931 0.568 -2.703
H -2.564 -1.451 -3.746
H -1.101 -0.938 -4.571
H -1.335 -2.263 -1.909
H 1.097 -2.488 -2.164
H 1.436 -1.372 -4.546
H 2.464 -0.941 -3.223
H 1.947 1.205 -3.955
H 0.441 0.731 -4.676
H 1.019 -1.193 3.178
H 0.639 -2.947 3.264
H -0.657 -1.727 3.064
F -1.141 -0.253 5.784
Te -1.403 1.331 4.698
F -0.427 2.271 6.106
F -2.967 1.826 5.662
F -1.464 3.079 3.827
F 0.422 1.097 4.118
O -2.031 0.537 3.090

The energy above the lowest of the compared OMol25 structures with the same formula, charge and spin is 16.30 kcal/mol. The HOMO energy is -6.34 eV. The orbital gap comes out at 5.94 eV. For the largest force on an atom, the calculation gives 3.54 eV/A.

***

The following is a quantum chemistry calculation of 3 unconnected molecules or ions with the total composition C15H31FO4 in a non-equilibrium geometry, from the OMol25 dataset.

Cartesian coordinates (Å):
C -3.845 -1.139 2.423
C -2.756 -1.345 3.154
C -1.386 -1.021 2.692
O -1.024 -1.164 1.558
O -0.547 -0.587 3.682
C 0.733 -1.210 3.707
C 0.732 -2.561 4.400
F -0.279 -3.358 3.864
C 0.634 -2.562 5.913
C -0.644 -1.958 6.522
H -4.691 -1.811 2.503
H -3.934 -0.291 1.755
H -2.827 -1.795 4.138
H 1.148 -1.281 2.702
H 1.398 -0.554 4.271
H 1.684 -3.034 4.136
H 0.719 -3.602 6.231
H 1.526 -2.056 6.287
H -1.257 -2.732 6.979
H -1.256 -1.453 5.779
H -0.395 -1.214 7.277
C 0.952 0.837 0.296
C 0.206 1.807 -0.602
O 0.511 3.173 -0.376
C 1.864 3.539 -0.574
C 2.370 3.297 -1.987
H 0.784 1.084 1.346
H 0.603 -0.176 0.117
H 2.029 0.861 0.114
H -0.865 1.715 -0.418
H 0.369 1.550 -1.656
H 2.511 3.036 0.154
H 1.905 4.605 -0.348
H 2.393 2.236 -2.238
H 3.386 3.682 -2.089
H 1.731 3.800 -2.713
C -1.059 -0.590 -3.712
C 0.300 -0.051 -4.124
O 0.768 -0.543 -5.367
C -0.041 -0.250 -6.492
C -0.222 1.235 -6.756
H -1.051 -1.681 -3.703
H -1.314 -0.234 -2.712
H -1.851 -0.267 -4.390
H 1.047 -0.361 -3.392
H 0.294 1.046 -4.125
H -1.015 -0.744 -6.404
H 0.472 -0.713 -7.336
H -0.776 1.729 -5.956
H -0.778 1.382 -7.682
H 0.747 1.728 -6.847

The HOMO energy is -9.50 eV. The orbital gap comes out at 9.89 eV. For the largest force on an atom, the calculation gives 1.07 eV/A. Its structure (SMILES) is C=CC(=O)OC[C@H](F)CC.CCOCC.CCOCC.

***

The following is a quantum chemistry calculation of 3 unconnected molecules or ions with the total composition C15H31IN3 in a non-equilibrium geometry, from the OMol25 dataset.

Cartesian coordinates (Å):
I 0.264 -0.557 2.847
C 1.602 -3.687 -4.404
C 2.497 -2.483 -4.122
C 1.955 -1.643 -2.954
C 2.584 -0.270 -2.906
N 2.430 0.430 -1.586
C 2.884 -0.386 -0.405
C 3.173 0.652 0.687
C 3.369 2.003 -0.043
C 3.323 1.640 -1.509
C 1.017 0.842 -1.384
H 1.814 -4.087 -5.396
H 0.539 -3.468 -4.331
H 1.829 -4.506 -3.716
H 2.447 -1.836 -5.006
H 3.534 -2.751 -3.933
H 2.064 -2.206 -2.026
H 0.882 -1.547 -3.133
H 2.069 0.356 -3.634
H 3.654 -0.304 -3.107
H 2.137 -1.108 -0.094
H 3.826 -0.834 -0.722
H 2.409 0.623 1.455
H 4.094 0.360 1.193
H 2.579 2.686 0.268
H 4.310 2.460 0.251
H 2.954 2.420 -2.173
H 4.295 1.332 -1.895
H 0.847 1.093 -0.338
H 0.345 0.027 -1.636
H 0.779 1.693 -2.020
C -3.407 1.703 0.426
C -4.041 0.420 0.948
N -4.189 0.470 2.399
C -5.268 0.981 3.087
C -4.988 0.840 4.399
N -3.738 0.271 4.485
C -3.262 0.110 3.265
C -2.951 0.098 5.708
H -3.078 1.634 -0.608
H -2.578 2.001 1.069
H -4.139 2.515 0.469
H -3.421 -0.441 0.706
H -5.035 0.290 0.528
H -6.174 1.287 2.595
H -5.549 1.134 5.266
H -2.338 -0.377 2.970
H -2.739 -0.964 5.818
H -3.562 0.385 6.561
H -2.048 0.695 5.682

As for the net charge: +1. The energy above the lowest of the compared OMol25 structures with the same formula, charge and spin is 0.00 kcal/mol. The HOMO energy is -9.61 eV. The orbital gap comes out at 7.69 eV. For the largest force on an atom, the calculation gives 1.20 eV/A.

***

The following is a quantum chemistry calculation of 3 unconnected molecules or ions with the total composition C15H31NO4PS in a non-equilibrium geometry, from the OMol25 dataset.

Cartesian coordinates (Å):
C -1.413 -0.990 0.427
C -1.132 0.627 0.451
O -1.118 1.237 1.660
N -0.931 1.520 -0.753
P -0.242 3.126 -0.258
C 1.664 3.036 0.076
C 2.183 4.076 1.230
C 1.847 3.637 2.772
S 1.827 1.792 3.092
C -0.091 0.872 -1.832
C 1.212 -0.095 -1.543
O -0.429 1.042 -3.139
H -0.499 -1.631 0.073
H -2.340 -1.310 -0.213
H -1.648 -1.327 1.547
H -0.423 3.980 -1.440
H -0.984 3.747 0.815
H 2.049 1.921 0.215
H 2.164 3.401 -0.946
H 1.627 5.116 1.048
H 3.337 4.322 1.052
H 0.853 4.095 3.213
H 2.723 4.082 3.450
H 0.559 1.570 3.718
H 1.298 -0.442 -0.406
H 1.140 -1.004 -2.291
H 2.186 0.512 -1.826
C 5.851 -2.555 0.233
C 4.769 -3.587 0.046
C 3.515 -2.782 0.307
O 3.792 -1.436 -0.101
C 5.202 -1.310 -0.332
H 6.791 -2.809 -0.264
H 6.054 -2.419 1.302
H 4.774 -3.946 -0.990
H 4.867 -4.451 0.708
H 3.269 -2.764 1.375
H 2.650 -3.163 -0.243
H 5.358 -1.238 -1.414
H 5.572 -0.394 0.136
C -5.187 -0.771 -1.462
C -5.336 -1.148 -0.011
C -6.829 -1.018 0.199
O -7.453 -1.322 -1.056
C -6.441 -1.358 -2.072
H -4.272 -1.151 -1.923
H -5.197 0.320 -1.565
H -5.028 -2.190 0.135
H -4.754 -0.521 0.669
H -7.105 0.007 0.469
H -7.205 -1.696 0.971
H -6.291 -2.405 -2.357
H -6.781 -0.802 -2.950

As for the net charge: +1. The energy above the lowest of the compared OMol25 structures with the same formula, charge and spin is 72.04 kcal/mol. The HOMO energy is -11.30 eV. The orbital gap comes out at 7.08 eV. For the largest force on an atom, the calculation gives 9.18 eV/A.

***

The following is a quantum chemistry calculation of 6 unconnected molecules or ions with the total composition C15H31O23PS6 in a non-equilibrium geometry, from the OMol25 dataset.

Cartesian coordinates (Å):
C -2.860 1.227 7.848
C -1.253 1.574 7.946
C -0.362 0.890 6.707
C -0.067 -0.671 7.229
O -1.050 0.947 5.408
C -0.150 0.664 4.280
O -0.631 0.973 3.044
O 1.178 0.036 4.347
P 2.281 0.678 3.163
S 2.250 2.625 2.993
H -3.098 0.185 8.381
H -3.285 1.213 6.749
H -3.434 2.043 8.499
H -0.863 1.016 8.927
H -1.010 2.708 8.111
H 0.643 1.527 6.682
H 1.048 -0.672 7.585
H -0.138 -1.328 6.238
H -0.847 -1.004 8.035
H 2.138 -0.022 1.888
H 3.632 0.334 3.628
C -0.202 2.311 -0.145
C -1.544 1.605 0.031
O -2.107 1.542 -1.277
S -0.901 1.406 -2.367
O -0.753 0.007 -2.703
O -1.064 2.442 -3.360
O 0.326 1.824 -1.377
H -0.335 3.394 -0.236
H 0.487 2.097 0.676
H -2.210 2.141 0.712
H -1.406 0.579 0.389
C -0.392 -0.104 -7.575
C 0.486 -1.350 -7.655
O 0.795 -1.676 -6.302
S -0.459 -1.244 -5.353
O -1.273 -2.416 -5.119
O 0.042 -0.408 -4.286
O -1.228 -0.298 -6.436
H 0.212 0.793 -7.405
H -0.998 0.032 -8.474
H 1.400 -1.180 -8.229
H -0.064 -2.192 -8.087
C 1.644 -4.928 5.857
C 3.016 -5.164 6.484
O 3.063 -4.297 7.616
S 1.559 -4.145 8.229
O 1.427 -5.067 9.334
O 1.250 -2.738 8.336
O 0.748 -4.759 6.954
H 1.634 -4.009 5.264
H 1.327 -5.767 5.232
H 3.833 -4.941 5.794
H 3.114 -6.194 6.843
C -3.499 6.159 -0.671
C -4.463 5.540 0.337
O -3.633 4.915 1.313
S -2.252 5.771 1.459
O -2.387 6.655 2.596
O -1.136 4.870 1.291
O -2.410 6.661 0.102
H -3.108 5.403 -1.359
H -3.963 6.967 -1.244
H -5.134 4.810 -0.123
H -5.056 6.311 0.841
C 3.116 -4.268 -11.786
C 2.112 -3.947 -10.682
O 2.583 -2.738 -10.090
S 3.320 -1.840 -11.235
O 2.371 -0.863 -11.722
O 4.638 -1.488 -10.761
O 3.468 -3.010 -12.360
H 4.024 -4.720 -11.374
H 2.695 -4.930 -12.547
H 2.046 -4.742 -9.935
H 1.118 -3.755 -11.098

The HOMO energy is -9.11 eV. The orbital gap comes out at 9.20 eV. For the largest force on an atom, the calculation gives 8.88 eV/A. Its structure (SMILES) is CC[C@@H](C)OC(=O)O[PH2]=S.O=S1(=O)OCCO1.O=S1(=O)OCCO1.O=S1(=O)OCCO1.O=S1(=O)OCCO1.O=S1(=O)OCCO1.